Below is C42H39F16N4OPPbTe as an isolated structure in a non-equilibrium geometry, with properties calculated with ωB97M-V/def2-TZVPD.

Output
* relative energy (zero: lowest compared OMol25 entry of this formula, charge and spin): 20.7226 eV
* total energy: -117477.954 eV
* E_HOMO (alpha / beta): -0.26743 / -0.26743 Ha

```
! RIJCOSX wB97M-V def2-TZVPD def2/J DEFGRID3
* xyz 0 1
Pb 2.0851 2.0185 2.8095
Te -3.8220 -4.9121 -5.5747
P 2.2547 -5.0488 -0.3919
F 0.9036 -4.9815 -1.4450
F -0.2010 3.8529 8.8847
F 1.7632 -0.0713 4.3394
F 3.4772 -5.3163 0.6702
F 5.7276 4.8825 8.6201
F 1.8311 -3.9392 0.5664
F -2.6483 3.0226 4.8479
F 2.1595 3.9347 7.5616
F 3.8989 8.9292 8.8443
F -0.4419 2.6386 3.5783
F 4.5697 6.2550 11.1544
F 2.7575 -6.3640 -1.3204
F 3.1309 -4.1711 -1.2291
F -2.5516 3.2728 7.4395
F 6.6750 6.0928 6.6180
F 1.4486 -6.2485 0.4275
O -4.4599 -2.1562 -3.9679
N -3.3259 -4.0817 -3.6205
N 2.0413 3.0976 4.7668
N 4.1257 4.0618 3.8359
N 4.7679 7.4140 4.2226
C -5.9726 -0.3012 -5.0148
C -2.0155 -5.9577 -5.6465
C 5.1104 7.1155 5.3232
C -2.5996 1.6311 -8.0398
C 5.3782 7.1924 7.9893
C -5.0366 2.0932 -4.7215
C -0.8394 -5.4685 -6.2655
C -3.8340 -2.9619 -3.0569
C 5.5794 7.0112 6.6269
C 4.3111 7.7590 9.0585
C 3.1726 2.5017 5.4015
C -4.2421 0.0963 -6.4966
C -3.0244 -1.9365 -1.1429
C -0.1383 3.5085 7.5778
C 3.9877 6.8241 3.0795
C -1.5029 2.9591 5.5517
C -5.1454 0.7940 -5.6434
C -0.5478 -7.5330 -4.5240
C 0.5417 -7.1932 -5.3309
C -5.1342 -2.4989 0.5849
C -1.6239 0.3689 -4.6545
C -3.1270 0.5664 -6.7933
C 1.7796 -7.9616 -4.8141
C -0.3388 2.8962 4.9700
C 0.9444 3.1102 5.5464
C -5.1718 -2.9540 -0.7242
C -0.6953 0.2622 -3.5176
C 4.5586 6.7698 9.9982
C -1.0136 -4.2796 -7.1667
C 0.4117 -6.0089 -6.0214
C 4.0890 3.7074 5.2513
C -4.0790 -2.7157 -1.6000
C -2.2241 0.3091 -5.7164
C 5.3910 6.1797 8.7881
C 5.2376 3.7661 2.9819
C -3.0614 -1.5518 0.1544
C -4.1528 -1.7932 1.0336
C -1.7970 -6.8664 -4.5190
C 1.0827 3.4143 6.9197
C 3.3793 5.3084 3.5012
C -2.5986 -7.2107 -3.2432
C -1.3593 3.2765 6.8776
H -3.4525 -7.8742 -3.5143
H -3.2946 2.0210 -8.6505
H 5.4750 2.5803 2.9448
H 4.5979 6.5508 2.2207
H -0.5024 -0.6989 -2.8333
H 1.2279 -5.5289 -6.3976
H -6.0367 -3.4747 -1.0010
H -3.9476 2.0693 -4.4187
H 0.2292 0.1187 -3.9834
H -0.6117 1.4257 -3.2381
H 1.7101 -8.1734 -3.7599
H -3.8172 -2.4464 -4.8081
H 3.0543 5.1806 2.5216
H 4.8888 3.9137 1.9021
H -2.2540 -1.5908 -1.8356
H 3.4660 4.3714 5.7432
H -5.5867 2.0275 -3.8737
H -6.6242 -1.4075 -5.1935
H -0.3329 -8.2478 -3.7471
H 2.4154 5.3802 4.2022
H -5.2895 2.8557 -5.3769
H -1.9257 -7.7886 -2.6111
H 4.9697 3.8575 5.8403
H 3.5021 1.6049 4.9094
H -2.2403 -0.8727 0.4009
H 3.0420 7.3768 2.9548
H -0.8306 -3.2753 -6.6301
H -4.1166 -1.2631 2.0428
H 2.7431 -7.5343 -5.1725
H -1.8935 0.8879 -8.5402
H 2.9100 2.1731 6.3877
H -5.8234 -0.4036 -4.0210
H -2.9975 -6.2787 -2.7623
H -2.0349 -4.3182 -7.5606
H 1.7040 -8.9182 -5.2283
H -5.9074 -2.8287 1.2300
H -2.1007 2.4564 -7.4649
H -0.3987 -4.3763 -8.0786
H 6.2373 4.0378 3.2007
*
```

Atomic partial charges in e from the Mulliken method, atoms 1 to 5:
1 Pb 0.968
2 Te 0.202
3 P 1.188
4 F -0.390
5 F -0.300

=====

Below is C42H40BrFN3PS4Se2Sr as an isolated structure in a non-equilibrium geometry, with properties calculated with ωB97M-V/def2-TZVPD.

Output
* relative energy (zero: lowest compared OMol25 entry of this formula, charge and spin): 1.1403 eV
* total energy: -305599.823 eV
* E_HOMO: -0.03992 Ha

```
! RIJCOSX wB97M-V def2-TZVPD def2/J DEFGRID3
* xyz -2 1
Sr 0.1287 -0.9968 -0.1120
Br 1.1609 6.1266 3.6530
Se 3.0149 3.1190 -0.6014
Se 3.2395 -0.3849 0.7332
S 2.7342 -3.7164 -1.5115
S 1.2191 -3.5290 1.4422
S 1.4158 -2.4307 -2.4481
S 1.6956 -4.8055 -0.1198
P 4.0790 1.5743 0.4416
F 0.1330 0.9764 -1.9031
N -0.5621 0.4524 2.2622
N -1.9883 -0.6432 -1.5860
N -1.5527 -2.0557 1.5174
C -1.4386 -4.5396 -2.5445
C 4.6509 2.1740 4.4834
C -4.2183 -3.6075 -1.7161
C 7.9784 0.4683 -0.1471
C -2.0807 -3.2167 -2.9629
C -3.1594 -2.7497 -1.9992
C -0.7641 2.4601 3.7115
C 8.2287 0.8593 -1.4572
C -3.3104 1.1314 0.5077
C -1.5512 1.7828 -5.0069
C -1.8015 -1.5550 2.7273
C -1.1958 -0.2744 3.0818
C -5.0910 1.2600 -1.2477
C 5.9872 1.7223 -1.6209
C -1.9106 0.1015 -2.7098
C 0.6084 4.3557 3.2260
C -0.6029 1.7705 -3.9810
C -3.1286 -1.4556 -1.4227
C 5.1255 3.5522 2.1238
C 5.4417 4.1337 3.3412
C 4.3365 1.5891 3.2604
C 7.2311 1.4832 -2.1921
C -0.8034 0.9616 -2.8988
C -2.6040 -2.2085 3.6589
C 5.7341 1.3339 -0.3126
C 5.1984 3.4462 4.5267
C -0.1793 1.7578 2.6503
C -2.6648 0.9668 -4.8799
C 6.7349 0.6999 0.4202
C -5.2574 -3.2229 -0.8869
C -2.6424 -3.3462 -4.3832
C -5.2613 -1.9356 -0.3761
C -0.3627 3.7508 4.0078
C -2.8487 0.1514 -3.7717
C 1.1579 3.7105 2.1377
C -2.9657 -3.9063 2.0298
C 0.7538 2.4140 1.8515
C -4.4751 0.3933 -0.1424
C -3.2262 -3.3877 3.2856
C -2.0807 -3.2324 1.2024
C -4.2355 -1.0305 -0.6441
C 4.5645 2.2762 2.0759
H -1.4105 2.4114 -5.8768
H 9.1988 0.6715 -1.9045
H -2.7556 -1.7756 4.6392
H 0.2952 2.3756 -4.0117
H 5.2749 4.0965 1.1983
H 1.1807 1.9094 0.9916
H -5.9597 0.7695 -1.6942
H -3.6839 2.0364 0.9998
H 5.2005 2.2133 -2.1812
H 5.8656 5.1317 3.3689
H 8.7499 -0.0288 0.4297
H -0.8141 4.2909 4.8286
H -4.3641 1.4466 -2.0385
H -1.3700 0.0333 4.1128
H -3.0871 -2.4097 -4.7236
H -2.5536 1.4230 -0.2189
H -6.0916 -1.6100 0.2456
H -3.4172 0.9587 -5.6624
H 7.4162 1.7805 -3.2180
H -4.2202 -4.6005 -2.1543
H -1.2890 -2.4713 -2.9795
H -3.8914 -3.8998 3.9688
H -3.4036 -4.8363 1.6952
H -1.5646 2.0259 4.2952
H -0.9530 -4.4741 -1.5696
H -5.4076 2.2263 -0.8399
H 5.4273 3.9096 5.4803
H -2.8311 0.5104 1.2597
H -5.2393 0.2878 0.6366
H 6.5290 0.3706 1.4323
H -1.7980 -3.6517 0.2461
H -3.7356 -0.4664 -3.7018
H 1.8898 4.1900 1.4983
H -2.1672 -5.3586 -2.5286
H -6.0664 -3.9088 -0.6587
H -0.6408 -4.7944 -3.2442
H 4.4496 1.6357 5.4028
H 3.8949 0.5997 3.2092
H -1.8392 -3.6128 -5.0747
H -3.4074 -4.1303 -4.4318
*
```

Atomic partial charges in e from the Mulliken method, atoms 1 to 5:
1 Sr 0.525
2 Br -0.256
3 Se -0.517
4 Se -0.123
5 S -0.079

=====

Below is C42H41AlO24PS2 as an isolated structure, with properties calculated with ωB97M-V/def2-TZVPD.

Output
* total energy: -130915.726 eV
* E_HOMO: -0.15534 Ha

```
! RIJCOSX wB97M-V def2-TZVPD def2/J DEFGRID3
* xyz -1 1
S 3.3831 -4.4129 -1.0245
S -0.5968 -3.7305 1.0275
P -2.1842 -1.6468 -1.7032
Al -0.3244 -1.8239 -0.2626
O 0.3106 1.7721 -4.0910
O 5.7364 -7.1690 -0.1660
O -5.2782 3.2158 5.1811
O 0.4785 2.4791 -1.5737
O -3.5369 -0.3531 -5.2685
O -4.9115 -1.6530 -3.4981
O -0.4620 5.3075 4.5978
O -8.4067 -2.5034 -6.5332
O 6.8127 11.4772 -2.2546
O -3.2188 1.6926 5.7738
O -6.8994 -2.9677 6.0874
O -2.5132 6.8466 4.0757
O 8.8221 9.9085 -1.6593
O 4.3541 4.0513 -4.7940
O 4.5769 4.6784 -2.2689
O 5.9716 6.3964 -0.4095
O 4.3064 -9.8469 4.3878
O 3.2516 -7.2332 0.6221
O -2.8700 -0.6552 5.3992
O 6.8048 -9.7406 3.6140
O 3.9503 7.9452 -1.0787
O -3.0980 -1.2125 2.8736
O -6.9758 -1.2619 -8.3359
O -7.0866 -3.6083 3.5528
C 7.7233 9.4074 -1.4907
C 6.5216 10.2556 -1.8253
C 7.5061 8.0685 -0.9920
C -6.0368 -2.8768 3.9183
C 1.3586 2.4862 -3.7278
C 1.4539 -1.7857 -1.2114
C -3.6056 -2.2773 -0.6813
C -4.0111 5.1184 4.6036
C -7.2291 -2.0225 -6.1448
C 1.4032 2.8493 -2.2618
C -6.4596 -1.3099 -7.2299
C 3.6289 -8.5448 2.5527
C 5.0486 8.4470 -1.2159
C -3.9906 -1.6618 3.5599
C -2.7709 5.6073 4.4708
C -2.0676 -2.8539 -3.1281
C 5.4709 -7.8342 0.9419
C 5.2694 9.7987 -1.6956
C -0.3972 -0.2152 0.9511
C 6.2520 7.6055 -0.8572
C 6.0235 -9.1557 2.8799
C -3.9229 -1.3620 5.0384
C -1.5455 4.7762 4.7632
C 2.5424 3.6089 -1.7701
C 4.5679 -9.1684 3.2739
C -1.7270 3.4168 5.2238
C -4.1926 3.7494 5.0437
C -6.7531 -2.1526 -4.9009
C 2.6444 -1.8095 -0.2398
C -5.1782 -0.7293 -6.9047
C -5.4536 -1.5887 -4.5784
C 3.4981 3.9820 -2.6269
C -2.9683 2.9255 5.3599
C 2.3224 2.8707 -4.5822
C -5.0990 -2.4552 3.0610
C 3.4388 3.6457 -4.0942
C 3.0137 -3.2091 0.2697
C -4.6940 -0.8529 -5.6561
C -4.8705 -1.7831 5.8937
C -5.9867 -2.5533 5.3904
C 6.4083 -8.4629 1.6720
C 4.0155 -7.8333 1.3456
H 2.4466 -1.1631 0.6207
H -4.8351 -1.5731 6.9537
H -3.0341 -3.3581 -3.2117
H 2.3007 2.6196 -5.6330
H 7.4529 -8.4696 1.3951
H -4.6447 -0.2074 -7.6862
H 7.7887 11.5332 -2.2514
H 1.5142 -0.8316 -1.7532
H 1.5523 -2.5790 -1.9569
H -4.5671 -1.9978 -1.1013
H -7.2947 -2.6631 -4.1170
H -4.8941 5.7053 4.3944
H -3.4649 -1.8379 0.3082
H -0.8436 2.8347 5.4445
H -1.2369 -0.3008 1.6429
H 5.0895 4.8045 -3.0920
H 4.4030 10.3987 -1.9346
H -2.3633 -0.4964 4.5740
H 4.8863 -6.7831 -0.4773
H -0.6326 0.6562 0.3300
H 2.2399 -5.1062 -1.0585
H -3.5088 -3.3587 -0.5629
H 5.1688 -10.1870 4.6961
H -5.1259 -2.6790 2.0030
H 0.5443 -0.0690 1.4846
H -4.1927 1.6059 5.7746
H -1.5384 6.9233 4.0647
H -0.0765 -3.5032 2.2396
H 2.5735 3.8470 -0.7161
H -1.3143 -3.6329 -3.0072
H -8.4869 -2.2655 -7.4777
H 3.9384 -3.1130 0.8458
H -3.4226 -0.5844 -4.3160
H 4.9970 6.3150 -0.4259
H -1.9185 -2.3401 -4.0784
H 2.2656 -3.5833 0.9651
H -7.5958 -3.7650 4.3711
H 3.5500 -1.4156 -0.7224
H 8.3734 7.4748 -0.7404
H -0.2251 1.6211 -3.2835
H 2.5830 -8.5484 2.8257
*
```

Atomic partial charges in e from the Mulliken method, atoms 1 to 5:
1 S -0.356
2 S -0.478
3 P 0.247
4 Al -0.057
5 O -0.544

=====

Below is C42H41As2N3O5TeZn as an isolated structure, with properties calculated with ωB97M-V/def2-TZVPD.

Output
* relative energy (zero: lowest compared OMol25 entry of this formula, charge and spin): 1.5180 eV
* total energy: -236305.779 eV
* E_HOMO: -0.26090 Ha

```
! RIJCOSX wB97M-V def2-TZVPD def2/J DEFGRID3
* xyz 0 1
Te -0.5523 -2.7718 1.2111
As 1.2386 0.2540 2.2477
As 1.4557 -1.1923 -2.4016
Zn 0.0926 0.1910 -0.9523
O -1.2788 3.0730 1.3864
O -0.1041 3.8190 -1.7912
O -0.7730 1.7786 -2.1093
O 0.7961 2.1743 -0.6974
O -2.0026 -1.7636 -0.7587
N -1.4723 1.7989 0.8682
N -0.0307 2.6428 -1.5506
N -1.8319 -0.5308 -0.3053
C 0.4848 -5.3415 -2.1426
C -4.2148 -5.9481 0.7687
C -1.1209 -4.2856 -3.5716
C 5.4313 -2.3971 -1.8211
C -0.5351 -3.0552 -3.3239
C 0.1385 -0.7295 3.2992
C 2.5694 -5.2961 2.8190
C 0.5557 -3.9934 2.5609
C 1.7597 -4.4679 2.0516
C -2.1829 -4.1023 1.0945
C -3.5865 -5.4042 -0.3420
C 0.9744 -5.1809 4.6102
C 0.1635 -4.3577 3.8450
C 3.2425 -2.0625 -0.1642
C 2.4877 1.6171 4.4816
C -3.6906 2.6555 0.2360
C -2.6088 1.6251 0.3201
C -0.6132 -1.5408 5.4685
C 4.2294 -1.9252 -2.3330
C -0.6107 -5.4394 -2.9839
C -4.1604 -0.0647 -0.8722
C 3.1136 -1.7507 -1.5152
C 0.3670 -1.0473 4.6908
C 4.4336 -2.5587 0.3510
C 4.9347 0.3252 4.2833
C 3.9066 0.0030 3.4082
C -3.8246 -5.5674 2.0452
C -1.1443 -1.2109 2.6944
C -2.1962 -1.6539 3.6346
C 5.5350 -2.7234 -0.4770
C 4.7404 1.2937 5.2577
C 1.0790 -4.1040 -1.9050
C -2.5742 -4.4690 -0.1857
C 4.0761 1.7643 0.2127
C 2.1775 -5.6510 4.0993
C 2.6735 0.6386 3.5070
C 3.5165 1.9410 5.3551
C -2.8313 0.2892 -0.2887
C -1.9419 -1.7949 4.9400
C -2.7976 -4.6496 2.2138
C 4.0028 2.0657 -1.0732
C 0.5831 -2.9421 -2.4931
H 1.5339 2.1260 4.5646
H 3.5038 -5.6590 2.4102
H 6.4666 -3.1035 -0.0775
H -4.6379 2.2408 0.5811
H -4.3135 -5.9883 2.9141
H 3.6080 3.0161 -1.4099
H 2.3935 -1.9205 0.4940
H -3.8855 -5.6996 -1.3395
H -4.4231 0.6515 -1.6537
H 2.8061 -6.2947 4.7009
H -0.7621 -3.9934 4.2653
H 2.0766 -4.1976 1.0526
H -4.1024 -1.0616 -1.2993
H 5.8903 -0.1764 4.1981
H -1.5318 -0.4957 1.9701
H 5.5440 1.5495 5.9360
H 3.3626 2.7018 6.1096
H -2.4943 -4.3725 3.2129
H 4.0703 -0.7425 2.6404
H -0.9411 -2.1684 -3.7968
H -3.4413 3.5309 0.8252
H -1.9771 -4.3464 -4.2327
H -1.0636 -6.4026 -3.1830
H 0.6658 -5.4555 5.6110
H 4.3173 1.3624 -1.8346
H 0.8972 -6.2308 -1.6804
H 1.3402 -0.8327 5.1121
H -2.1072 -4.0192 -1.0498
H -0.3170 3.1130 1.4681
H 4.4566 0.8056 0.5463
H 6.2847 -2.5180 -2.4763
H -5.0110 -6.6702 0.6411
H 4.1528 -1.6899 -3.3881
H 1.9730 -4.0577 -1.2953
H -3.1857 -1.8304 3.2308
H -0.4216 -1.7396 6.5153
H -3.8255 2.9594 -0.8041
H 3.7527 2.4593 0.9794
H 4.5008 -2.8235 1.4005
H -4.9573 -0.0429 -0.1256
H -2.7309 -2.0912 5.6198
*
```

Atomic partial charges in e from the Mulliken method, atoms 1 to 5:
1 Te 0.014
2 As 0.011
3 As 0.130
4 Zn 1.942
5 O -0.571

=====

Below is C42H41BrO2P2Pd as an isolated structure in a non-equilibrium geometry, with properties calculated with ωB97M-V/def2-TZVPD.

Output
* relative energy (zero: lowest compared OMol25 entry of this formula, charge and spin): 4.2526 eV
* total energy: -140387.428 eV
* E_HOMO (alpha / beta): -0.44615 / -0.50310 Ha

```
! RIJCOSX wB97M-V def2-TZVPD def2/J DEFGRID3
* xyz 2 5
Pd -0.7460 -0.0376 -0.2228
Br -0.4559 -5.3471 0.6405
P 1.2037 0.4583 -1.3978
P -1.1009 1.7034 1.5649
O 0.3854 -2.6917 0.5703
O 1.8430 -1.5589 1.9007
C -2.8544 0.9999 -3.1193
C 0.4372 2.4521 0.7143
C 0.6065 1.0658 -3.2821
C 1.1925 -6.2682 2.7487
C 4.8747 -1.4305 -0.5545
C 0.5793 2.6409 -3.2327
C -0.9628 -0.2753 1.9959
C -1.8293 0.8324 -4.2748
C -0.7434 3.1670 -2.6909
C -5.1759 2.6490 1.2139
C -0.9328 -2.8299 -2.9110
C 1.7513 -1.8945 -3.0079
C -4.9079 0.3956 0.4759
C 0.7225 2.8661 4.9660
C -3.7936 2.8094 1.3790
C -1.5551 3.7031 5.1115
C 0.4071 2.1983 3.7872
C 2.8251 -5.0223 4.0007
C -0.4752 0.3786 -3.8770
C -2.9508 1.6845 1.2646
C -0.0951 -3.1333 -3.9923
C 0.8857 -5.1340 1.9680
C -0.2562 3.6197 5.6245
C -1.4082 2.3715 -1.5999
C 2.5307 -3.8964 3.2491
C 1.2449 -2.7037 -4.0500
C -1.8930 3.0333 3.9394
C -5.7369 1.4844 0.6890
C 3.0067 0.0335 -1.1188
C -2.1845 1.2967 -1.8278
C 2.1627 -6.2199 3.7533
C 5.2870 0.6638 -1.6508
C -0.8867 2.3390 3.2496
C -0.3903 -2.0497 -1.9039
C 3.9302 0.9983 -1.5562
C 1.3072 2.0194 -0.2546
C 3.4959 -1.1765 -0.5754
C 5.7795 -0.5355 -1.1414
C 1.2378 -2.5951 1.4967
C 1.5685 -3.9029 2.2265
C -3.5797 0.4496 0.9432
C 0.8554 -1.4077 -2.0469
H -3.4009 3.7856 1.6874
H -1.3933 2.9153 -0.6435
H -1.7380 0.0592 2.7165
H -5.2899 -0.5129 -0.0316
H 3.6012 1.9916 -1.8533
H -2.3028 4.3088 5.6194
H -0.2139 -0.6201 -4.2875
H -1.0067 -1.9569 -0.9836
H 6.8556 -0.7751 -1.1975
H -6.8057 1.4445 0.4437
H -3.4505 0.0821 -3.0610
H 2.2455 2.6281 -0.3999
H 0.7253 3.1292 -4.2220
H -2.9964 -0.4714 0.8840
H 3.5696 -4.9435 4.7762
H -2.2463 0.0433 -4.9395
H 3.0466 -2.9547 3.4236
H 1.5852 0.6798 -3.7953
H 1.1574 1.6171 3.2366
H -1.8721 1.7678 -4.8611
H -1.9921 -3.1395 -2.8664
H -0.6088 4.2008 -2.3167
H 0.0033 -0.3887 2.4995
H 2.3517 -7.1157 4.3432
H -0.5364 -3.6405 -4.8474
H 1.8798 -2.8929 -4.9325
H 5.2938 -2.3403 -0.1138
H -2.9072 3.0708 3.5446
H -3.5947 1.7718 -3.4154
H 0.6025 3.4818 1.1227
H -5.8221 3.4764 1.5113
H 2.8312 -1.9534 -0.1922
H 0.6531 -7.2101 2.6017
H 1.7365 2.8298 5.3591
H -2.5735 0.6658 -1.0313
H 2.8076 -1.5555 -2.9815
H -1.4779 3.1968 -3.5141
H 0.0018 4.1507 6.5349
H 1.4591 2.9274 -2.6292
H -1.3625 -1.3030 1.7637
H 5.9789 1.3467 -2.1360
*
```

Atomic partial charges in e from the Mulliken method, atoms 1 to 5:
1 Pd 0.411
2 Br -0.082
3 P 1.153
4 P 1.691
5 O 0.018

=====

> Which formula does entry 5 have?

C42H41BrO2P2Pd

=====

> The lowest total energy belongs to which entry?

C42H40BrFN3PS4Se2Sr